No. 1
Here is an isolated molecule of C3H7N3 from OMol25. Energies are from wB97M-V/def2-TZVPD.

Results
E_LUMO: 0.98 eV
Spin multiplicity: 1
SMILES: [H]/N=C(/C)NN=C
Energy relative to the best compared isomer or geometry (same formula, charge and spin): 42.1 kcal per mole
HOMO energy: -9.18 eV

Each line ends with the natural charge from an NBO analysis.
Atoms and positions in Å:
H1 -0.381 1.767 0.670  0.345
N1 -1.063 1.064 0.410  -0.656
C1 -0.618 -0.083 0.142  0.422
C2 -1.613 -1.168 -0.176  -0.671
N2 0.667 -0.587 0.473  -0.447
N3 1.784 0.052 0.091  -0.223
C3 1.931 1.242 -0.292  -0.167
H2 -1.605 -1.379 -1.244  0.228
H3 -2.605 -0.835 0.105  0.242
H4 -1.402 -2.089 0.367  0.209
H5 0.783 -1.594 0.529  0.390
H6 2.927 1.629 -0.463  0.178
H7 1.194 1.981 -0.611  0.149

***

No. 2
Here is the ion C5H9N2S with charge +1 from OMol25. Energies are from wB97M-V/def2-TZVPD.

Results
Expectation value of S²: 2.006
E_LUMO (alpha / beta): -3.61 / -5.86 eV
Spin multiplicity: 3
Net charge: +1
Energy relative to the best compared isomer or geometry (same formula, charge and spin): 0.0 kcal per mole
HOMO energy (alpha / beta): -10.69 / -13.80 eV

Each line ends with the Mulliken spin population.
Atoms and positions in Å:
C1 -1.122 0.707 0.661  0.004
C2 -0.159 -0.880 -0.627  0.023
C3 1.090 1.252 -0.260  -0.040
C4 -1.288 -1.497 0.073  0.009
C5 2.503 0.779 -0.038  0.664
N1 0.055 0.386 0.104  0.011
N2 -1.909 -0.304 0.724  -0.001
S1 2.991 -0.786 0.390  1.216
H1 0.636 -1.666 -0.733  -0.010
H2 -0.536 -0.602 -1.681  0.003
H3 0.967 2.225 0.343  0.031
H4 0.946 1.427 -1.271  0.041
H5 -2.064 -2.017 -0.540  0.001
H6 -1.121 -2.067 1.013  0.000
H7 3.199 1.443 -0.312  0.050
H8 -1.362 1.618 1.184  0.000
H9 -2.827 -0.017 0.969  0.000

***

No. 3
Here is a structure of composition C36H33BF4N7P2S4SbSe2W from OMol25. Energies are from wB97M-V/def2-TZVPD.

Results
Expectation value of S²: 0.767
E_LUMO (alpha / beta): 1.23 / 1.27 eV
Spin multiplicity: 2
Net charge: -1
Energy relative to the best compared isomer or geometry (same formula, charge and spin): 9.7 kcal per mole
HOMO energy (alpha / beta): -5.11 / -5.09 eV

Each line ends with the Mulliken spin population.
Atoms and positions in Å:
W1 1.535 -0.086 -2.163  1.010
C1 -3.956 0.298 -0.920  0.000
C2 -3.777 0.744 -2.365  -0.001
N1 -2.982 -0.170 -3.163  -0.002
C3 -1.632 -0.137 -3.247  -0.002
S1 -0.744 1.115 -2.474  -0.019
N2 -1.056 -1.089 -3.935  0.003
N3 0.316 -0.963 -3.927  -0.042
C4 0.920 -1.512 -4.919  -0.007
C5 0.195 -2.164 -6.046  -0.002
C6 2.372 -1.586 -4.822  0.029
C7 3.150 -2.102 -5.847  -0.020
C8 4.507 -2.261 -5.660  0.007
C9 5.041 -1.912 -4.436  -0.005
C10 4.207 -1.398 -3.464  0.023
N4 2.899 -1.203 -3.641  -0.055
H1 -4.609 0.988 -0.382  0.000
H2 -2.992 0.282 -0.409  0.000
H3 -4.397 -0.700 -0.866  0.000
H4 -3.284 1.715 -2.383  0.001
H5 -4.744 0.865 -2.859  0.000
H6 -3.400 -1.024 -3.496  0.000
H7 -0.794 -1.731 -6.155  0.001
H8 0.083 -3.224 -5.802  0.002
H9 0.740 -2.073 -6.982  0.000
H10 2.683 -2.409 -6.769  0.001
H11 5.126 -2.680 -6.441  0.000
H12 6.087 -2.057 -4.209  0.001
H13 4.598 -1.151 -2.491  -0.005
S2 4.006 3.560 -0.364  -0.014
Sb1 4.177 1.936 -1.875  -0.013
S3 3.251 -0.331 -0.759  -0.062
S4 2.152 1.848 -3.348  0.166
Se1 -2.768 0.428 3.389  0.000
P1 -1.643 2.021 2.601  -0.001
C11 -0.727 2.913 3.885  0.000
C12 -1.386 3.841 4.686  0.000
C13 -0.710 4.465 5.722  0.000
C14 0.624 4.165 5.965  0.000
C15 1.281 3.237 5.171  0.000
C16 0.606 2.611 4.134  0.000
C17 -2.677 3.296 1.812  0.000
C18 -4.001 3.004 1.512  0.000
C19 -4.798 3.949 0.880  0.000
C20 -4.273 5.190 0.556  0.000
C21 -2.952 5.490 0.865  0.000
C22 -2.152 4.548 1.489  0.000
C23 -0.420 1.626 1.335  0.007
C24 0.034 0.493 0.661  -0.042
N5 0.787 0.975 -0.370  0.011
N6 0.791 2.296 -0.327  -0.004
N7 0.072 2.700 0.678  -0.002
P2 0.183 -1.277 0.847  0.061
Se2 0.224 -2.124 -1.146  -0.028
C25 -1.082 -2.138 1.794  0.007
C26 -2.273 -2.492 1.167  -0.004
C27 -3.249 -3.168 1.878  0.000
C28 -3.029 -3.512 3.205  0.000
C29 -1.831 -3.184 3.821  0.000
C30 -0.858 -2.492 3.120  0.001
C31 1.719 -1.545 1.753  -0.005
C32 2.412 -0.499 2.350  0.003
C33 3.608 -0.750 3.008  -0.001
C34 4.115 -2.039 3.052  0.000
C35 3.435 -3.082 2.434  0.000
C36 2.239 -2.838 1.782  -0.006
H14 -2.427 4.074 4.499  0.000
H15 -1.225 5.190 6.339  0.000
H16 1.151 4.659 6.771  0.000
H17 2.322 3.003 5.352  0.000
H18 1.122 1.892 3.510  0.000
H19 -4.398 2.033 1.784  0.000
H20 -5.828 3.714 0.643  0.000
H21 -4.893 5.928 0.061  0.000
H22 -2.539 6.457 0.608  0.000
H23 -1.117 4.772 1.703  0.000
H24 -2.425 -2.244 0.125  0.001
H25 -4.180 -3.434 1.393  0.000
H26 -3.793 -4.043 3.759  0.000
H27 -1.658 -3.453 4.855  0.000
H28 0.069 -2.220 3.608  0.000
H29 2.050 0.518 2.262  0.001
H30 4.152 0.072 3.454  0.000
H31 5.055 -2.232 3.552  0.000
H32 3.847 -4.082 2.441  0.000
H33 1.726 -3.641 1.266  0.000
F1 3.012 -3.692 -2.022  0.000
B1 2.407 -4.506 -3.007  -0.001
F2 1.219 -3.864 -3.467  0.000
F3 2.089 -5.756 -2.477  0.000
F4 3.287 -4.639 -4.103  0.000

***

No. 4
Here is an isolated molecule of C4H8N2O2 from OMol25. Energies are from wB97M-V/def2-TZVPD.

Results
E_LUMO: 0.80 eV
Spin multiplicity: 1
SMILES: [H]/N=C/[C@@H](O)O/C=C\N
Energy relative to the best compared isomer or geometry (same formula, charge and spin): 67.2 kcal per mole
HOMO energy: -7.70 eV

Each line ends with the natural charge from an NBO analysis.
Atoms and positions in Å:
H1 1.267 0.661 2.485  0.348
N1 0.965 0.946 1.557  -0.582
C1 1.379 0.243 0.610  0.084
C2 0.998 0.570 -0.813  0.304
O1 1.094 -0.628 -1.556  -0.738
O2 -0.223 1.209 -0.984  -0.515
C3 -1.304 0.893 -0.166  0.030
C4 -1.681 -0.288 0.320  -0.083
N2 -1.125 -1.535 0.090  -0.837
H2 2.022 -0.644 0.678  0.165
H3 1.744 1.291 -1.200  0.169
H4 0.738 -0.466 -2.437  0.491
H5 -1.894 1.775 0.018  0.193
H6 -2.571 -0.308 0.932  0.202
H7 -0.239 -1.540 -0.397  0.394
H8 -1.168 -2.178 0.864  0.375

***

No. 5
Here is the ion C5H15N3 with charge +2 from OMol25. Energies are from wB97M-V/def2-TZVPD.

Results
E_LUMO: -6.56 eV
Spin multiplicity: 1
Net charge: +2
SMILES: C[C@@H]([NH3+])C/C([NH3+])=C/N
Energy relative to the best compared isomer or geometry (same formula, charge and spin): 43.4 kcal per mole
HOMO energy: -16.23 eV

Each line ends with the natural charge from an NBO analysis.
Atoms and positions in Å:
C1 -0.624 0.627 -2.014  -0.648
C2 0.572 0.730 -1.051  -0.040
N1 1.321 2.026 -1.354  -0.677
C3 0.037 0.832 0.379  -0.448
C4 -0.230 -0.530 1.059  -0.049
N2 -1.268 -0.453 2.107  -0.681
C5 0.376 -1.674 0.672  0.079
N3 0.152 -2.914 1.176  -0.766
H1 -0.983 -0.355 -1.672  0.246
H2 -0.242 0.392 -3.037  0.254
H3 -1.438 1.364 -1.947  0.252
H4 1.262 -0.071 -1.353  0.242
H5 1.656 2.041 -2.318  0.460
H6 2.190 2.151 -0.821  0.446
H7 0.736 2.817 -1.080  0.448
H8 -0.997 1.258 0.294  0.217
H9 0.588 1.486 1.068  0.237
H10 -0.802 -0.242 2.995  0.450
H11 -1.925 0.320 1.923  0.453
H12 -1.848 -1.280 2.334  0.461
H13 1.025 -1.729 -0.189  0.229
H14 -0.270 -3.149 2.058  0.408
H15 0.713 -3.647 0.772  0.427

***

No. 6
Here is a cluster of 2 separate species, C9H19N4O3 in total from OMol25. Energies are from wB97M-V/def2-TZVPD.

Results
E_LUMO: -3.70 eV
Spin multiplicity: 1
Net charge: +1
Energy relative to the best compared isomer or geometry (same formula, charge and spin): 0.0 kcal per mole
HOMO energy: -11.65 eV

Each line ends with the natural charge from an NBO analysis.
Atoms and positions in Å:
C1 -2.926 0.021 -1.315  -0.749
C2 -1.693 -0.698 -0.866  0.801
O1 -0.772 -1.024 -1.546  -0.513
O2 -1.647 -0.979 0.515  -0.531
C3 -2.097 -2.237 0.874  0.086
N1 -1.110 -3.262 0.493  -0.162
N2 -1.201 -4.080 -0.575  -0.301
C4 -0.074 -4.785 -0.625  0.268
N3 0.743 -4.446 0.358  -0.408
C5 0.099 -3.499 1.040  0.586
N4 0.523 -2.809 2.136  -0.875
H1 -3.220 -0.361 -2.293  0.258
H2 -2.680 1.081 -1.423  0.281
H3 -3.748 -0.072 -0.607  0.241
H4 -2.172 -2.263 1.960  0.249
H5 -3.056 -2.513 0.420  0.197
H6 -1.995 -4.065 -1.200  0.453
H7 0.102 -5.520 -1.397  0.251
H8 0.978 -1.917 2.030  0.437
H9 0.592 -3.276 3.024  0.430
C6 2.464 4.308 -1.290  -0.646
C7 2.685 3.919 0.161  -0.067
O3 1.492 3.837 0.927  -0.528
C8 0.542 2.891 0.493  -0.063
C9 1.040 1.454 0.525  -0.644
H10 1.882 5.228 -1.354  0.218
H11 3.426 4.474 -1.776  0.224
H12 1.943 3.532 -1.853  0.197
H13 3.280 4.680 0.664  0.197
H14 3.248 2.980 0.223  0.156
H15 0.174 3.137 -0.512  0.158
H16 -0.298 3.006 1.179  0.186
H17 1.825 1.272 -0.210  0.211
H18 0.218 0.771 0.305  0.192
H19 1.435 1.213 1.514  0.209